# 1
DFT (ωB97M-V with the def2-TZVPD basis set) results for ClH3NO2P in the gas phase.

Computed properties:
SMILES: N=P(O)(O)Cl
Relative energy (zero: lowest compared OMol25 entry of this formula, charge and spin): 0.357 eV
Spin multiplicity: 1
LUMO energy: 0.25 eV
Highest occupied orbital energy: -9.788 eV

Cartesian coordinates (Å):
N  1.548  0.324  -0.670
P  0.211  -0.155  -0.018
O  -0.785  1.099  0.664
O  -0.694  -1.066  -0.948
Cl  0.547  -1.270  1.610
H  1.672  1.035  0.046
H  -1.554  0.735  1.102
H  -0.945  -0.703  -1.785

# 2
DFT (ωB97M-V with the def2-TZVPD basis set) results for a molecular structure, C8H20CdClErO.

Computed properties:
Expectation value of S²: 3.753
Charge: -2
Spin multiplicity: 4
LUMO energy (spin up / spin down): 4.88 / 4.88 eV
Highest occupied orbital energy (spin up / spin down): 0.730 / 0.703 eV

Cartesian coordinates (Å):
Er  -0.912  0.801  0.004
Cl  -0.197  -1.630  0.271
C  -0.097  1.071  -2.152
H  0.226  2.025  -2.611
H  -0.921  0.622  -2.758
H  0.748  0.339  -2.107
Cd  -2.713  -2.342  -0.089
C  -2.691  -3.447  -2.082
C  -3.056  -3.318  1.945
C  -3.208  0.090  -0.247
H  -2.720  -2.529  2.630
H  -4.109  -3.501  2.210
H  -2.502  -4.240  2.159
H  -2.220  -2.715  -2.746
H  -2.117  -4.376  -2.123
H  -3.672  -3.654  -2.518
H  -3.782  0.098  -1.186
H  -3.935  0.175  0.580
C  3.256  1.058  -0.262
C  2.330  1.796  0.735
C  2.794  1.417  2.150
C  2.351  3.293  0.446
O  0.959  1.420  0.622
H  4.279  1.490  -0.247
H  2.872  1.114  -1.284
H  3.333  -0.004  0.002
H  3.784  1.822  2.428
H  2.068  1.762  2.893
H  2.830  0.320  2.222
H  1.969  3.472  -0.568
H  1.704  3.808  1.172
H  3.348  3.762  0.509

# 3
DFT (ωB97M-V with the def2-TZVPD basis set) results for C3H7NO2 in the gas phase.

Computed properties:
Relative energy (zero: lowest compared OMol25 entry of this formula, charge and spin): 4.865 eV
Spin multiplicity: 1
LUMO energy (spin up / spin down): -0.32 / -0.32 eV
Highest occupied orbital energy (spin up / spin down): -8.011 / -8.012 eV

Cartesian coordinates (Å):
C  0.332  -0.188  -0.299
C  -0.983  0.419  -0.147
C  1.391  0.361  0.639
N  0.739  -0.466  -1.531
O  -0.479  -1.426  0.641
O  -1.946  0.146  -1.001
H  -0.143  -1.496  1.545
H  -2.749  0.647  -0.809
H  -0.042  -0.765  -2.114
H  -1.122  1.296  0.490
H  2.227  -0.337  0.650
H  1.026  0.485  1.660
H  1.750  1.324  0.274

# 4
DFT (ωB97M-V with the def2-TZVPD basis set) results for 2 unconnected molecules or ions with the total composition C4H13NOS.

Computed properties:
SMILES: CSCCCN.O
Relative energy (zero: lowest compared OMol25 entry of this formula, charge and spin): 1.407 eV
Spin multiplicity: 1
LUMO energy: 0.64 eV
Highest occupied orbital energy: -8.371 eV

Cartesian coordinates (Å):
C  -1.009  -1.332  1.700
S  -1.606  -1.519  0.000
C  -1.446  0.246  -0.464
C  -0.135  0.558  -1.253
C  0.628  1.696  -0.643
N  1.367  2.616  -1.524
H  -1.699  -1.091  2.508
H  -0.288  -0.516  1.791
H  -0.421  -2.225  1.910
H  -1.548  0.943  0.383
H  -2.381  0.558  -0.938
H  -0.592  0.753  -2.233
H  0.475  -0.328  -1.320
H  0.060  2.405  -0.044
H  1.336  1.213  0.054
H  1.727  3.384  -0.986
H  1.916  2.263  -2.297
O  2.817  -0.765  1.699
H  3.415  -0.147  2.128
H  3.213  -1.035  0.868

# 5
DFT (ωB97M-V with the def2-TZVPD basis set) results for 2 unconnected molecules or ions with the total composition C4H9NOS.

Computed properties:
Relative energy (zero: lowest compared OMol25 entry of this formula, charge and spin): 5.105 eV
Spin multiplicity: 1
LUMO energy (spin up / spin down): -0.33 / 0.62 eV
Highest occupied orbital energy (spin up / spin down): -8.570 / -8.337 eV

Cartesian coordinates (Å):
C  -1.289  -0.572  0.048
C  -2.344  -1.219  0.846
C  -1.209  -0.822  -1.494
C  3.189  1.653  0.717
N  -0.558  0.226  0.609
O  1.053  1.078  -0.706
S  1.689  2.283  -0.157
H  -2.379  -2.352  0.748
H  -2.194  -1.037  1.903
H  -3.500  -0.969  0.617
H  -0.631  -0.025  -2.152
H  -2.037  -1.085  -1.940
H  -0.495  -1.787  -1.565
H  4.067  2.084  0.157
H  3.289  0.558  0.650
H  3.348  1.987  1.722

How do the records compare in max |F|? In the order shown, they have 3.35 2.30 2.33 2.49 7.80 eV Å⁻¹.
How do the records compare in M? In the order shown, they have 115.46 447.37 89.09 123.22 119.19 g/mol.